[1]
46
Properties=species:S:1:pos:R:3:forces:R:3 method="wB97M-V/def2-TZVPD" max_force_ev_per_a=1.34 homo_lumo_gap_ev=9.2 e_tot_ev=-41823.7783 homo_ev=-8.83 de_lowest_kj_mol=136.7 charge=0
C -3.7235 -2.4995 -1.0594 -0.1786 0.0214 0.1173
C -4.0793 -2.6574 0.4152 0.2284 -0.0490 -0.0414
C -2.8785 -2.5672 1.3576 -0.2132 0.2342 -0.0678
H -3.1919 -2.8897 2.3526 0.0958 -0.0248 0.0395
H -2.1035 -3.2565 1.0181 -0.0598 -0.0860 0.0848
C -2.2648 -1.1739 1.5301 -0.2117 -0.4385 0.6232
N -1.5966 -0.6681 0.3574 0.5391 0.2940 -0.6772
C -0.4688 -1.1807 -0.2112 -0.0777 0.0538 -0.1638
N -0.0500 -0.4075 -1.1851 0.2664 -0.8133 0.1984
N -0.8803 0.6342 -1.2596 -0.7894 0.9539 -0.1550
C -1.8072 0.4966 -0.3491 0.3858 -0.2837 -0.1495
C -2.8447 1.4943 -0.1398 -0.3954 0.4102 0.1245
C -4.1727 1.1904 0.1507 0.1883 0.1303 -0.0530
C -5.0658 2.2379 0.3145 -0.0942 -0.2804 0.0466
N -4.7321 3.5105 0.2033 -0.3732 0.3425 0.0678
C -3.4762 3.7980 -0.0977 0.3001 0.0152 -0.0932
C -2.4956 2.8386 -0.2799 -0.1298 -0.2127 0.0647
H -1.4809 3.1041 -0.5271 0.1018 0.0566 -0.0079
H -3.2488 4.8511 -0.1944 0.1194 0.0595 -0.0233
H -6.1057 2.0452 0.5448 -0.0653 -0.1082 0.0082
H -4.5191 0.1721 0.2150 -0.0300 -0.1145 0.0221
S 0.3143 -2.6414 0.3045 0.1973 -0.3574 0.1312
C 1.7089 -2.6774 -0.8707 -0.1697 0.0900 0.2195
C 2.8680 -1.8146 -0.3872 -0.2945 -0.0473 -0.2281
O 3.8390 -2.2911 0.1537 0.2250 -0.1711 0.1308
N 2.6753 -0.4935 -0.6292 -0.2003 0.3745 -0.2526
C 3.5348 0.5143 -0.2518 0.6552 0.7253 0.3417
N 3.1868 1.7697 -0.4179 -1.0233 -0.7437 -0.4495
O 4.2181 2.5250 0.0346 0.8296 0.2252 0.3573
C 5.2016 1.7241 0.4818 -0.2215 -0.7519 -0.0914
C 4.8285 0.4210 0.3282 0.0955 0.5439 0.0355
H 5.3591 -0.4713 0.5774 0.1577 -0.1247 0.0760
C 6.4317 2.3502 1.0230 -0.2215 0.1582 -0.1013
H 6.1851 2.9930 1.8665 0.0484 0.0231 0.0708
H 6.9043 2.9662 0.2596 0.0866 0.0233 -0.0112
H 7.1242 1.5792 1.3455 0.0366 -0.0162 0.0168
H 1.7926 -0.1924 -1.0574 0.1436 -0.2438 0.0527
H 2.0264 -3.7191 -0.9010 0.0099 0.1266 -0.0044
H 1.3262 -2.3512 -1.8360 0.0522 -0.0741 -0.0429
H -3.0279 -0.4484 1.8191 0.1453 -0.0626 0.0170
H -1.5195 -1.2305 2.3329 -0.1275 0.1337 -0.0404
H -4.8306 -1.9177 0.7029 -0.0821 -0.0411 0.0613
H -4.5321 -3.6416 0.5549 -0.0746 0.0480 0.0434
H -2.9330 -3.1953 -1.3327 0.1072 -0.0443 -0.0824
H -3.3905 -1.4920 -1.2949 0.0500 0.0584 -0.1017
H -4.5929 -2.7126 -1.6772 -0.0319 -0.0126 -0.1131



[2]
53
Properties=species:S:1:pos:R:3:forces:R:3 method="wB97M-V/def2-TZVPD" max_force_ev_per_a=1.82 homo_lumo_gap_ev=1.6 e_tot_ev=-71908.0161 homo_ev=-14.30 de_lowest_kj_mol=0.0 charge=+2
C -5.1862 0.8590 -3.0574 0.3323 0.1611 -0.0649
C -4.5331 1.8584 -3.2192 0.1570 -0.1949 0.4475
C -3.6610 3.0408 -3.2009 -0.3123 -0.2220 -0.1000
C -3.8875 3.9119 -1.9587 0.1052 -0.1909 -0.1548
C -3.5449 3.2424 -0.6187 -0.2618 0.8587 -0.1532
O -2.8775 1.9324 -0.8384 0.6427 -0.3894 0.8693
S -2.0411 1.4408 0.3927 -0.5529 0.8879 -0.8832
O -2.6718 0.1362 0.7588 1.0035 -1.4464 0.4671
O -0.6540 0.8961 -0.3448 -0.5718 -0.0739 -0.1639
Cl -0.1564 1.7877 -1.7002 0.1650 -0.0837 0.1966
H -5.6723 -0.0746 -2.9002 -0.2130 0.0942 -0.1438
H -2.6211 2.7114 -3.2455 -0.0287 -0.0318 -0.1146
H -3.8331 3.6149 -4.1125 0.0610 0.1174 0.0985
H -4.9335 4.2138 -1.9356 0.0234 0.0486 0.0819
H -3.2813 4.8116 -2.0545 -0.0315 0.0078 -0.0592
H -2.8490 3.8767 -0.0686 -0.0164 -0.1071 0.0820
H -4.4324 3.0808 -0.0112 0.0562 -0.3031 -0.0513
Al -1.7647 -1.6702 1.2619 -0.6397 0.7641 -0.5794
C 2.9124 -0.6400 4.6969 0.0994 0.0403 0.0897
C 1.7538 -1.2340 4.3289 0.2471 0.3019 0.1794
C 1.5531 -2.7151 4.3878 0.3234 -0.3138 -0.0246
O 0.4711 -3.1496 4.0303 -0.2001 0.1234 -0.1510
C 2.6495 -3.5428 4.8334 -0.4622 -0.1392 -0.1792
C 3.8423 -2.9470 5.2049 0.2506 -0.2619 0.0487
C 4.0301 -1.4510 5.1710 -0.1220 0.4768 -0.1943
O 5.0930 -1.0102 5.5244 0.0724 -0.2282 0.0497
O 4.8523 -3.6379 5.5936 -0.1711 0.3086 -0.0679
O 0.7121 -0.5616 3.8771 0.1001 -0.2285 -0.0430
H 3.0577 0.4315 4.6445 -0.0309 0.0020 0.0302
H 2.5072 -4.6161 4.8538 0.0776 -0.0043 0.0479
H 5.5914 -3.0120 5.7941 0.0815 -0.0649 -0.0178
H 0.0352 -1.2527 3.7178 -0.1103 -0.0219 0.1476
C 3.7727 0.1694 -0.9505 0.2594 0.1080 0.0877
C 3.7898 -1.0912 -0.1247 -0.0866 0.3122 -0.2402
C 3.0406 -1.0184 1.1885 -0.0830 -0.1141 0.0747
O 3.7354 -1.9891 1.9889 -0.2519 0.2244 -0.0791
C 5.0190 -2.0566 1.5049 0.3075 -0.0904 -0.1166
O 5.8907 -2.6267 2.0671 -0.0457 0.0031 0.1857
O 5.1185 -1.3903 0.3418 -0.1358 -0.1817 0.1836
H 4.4694 0.0865 -1.7828 -0.0695 -0.0591 -0.0470
H 2.7739 0.3494 -1.3500 -0.0041 -0.0446 -0.0049
H 4.0772 1.0312 -0.3547 -0.0274 -0.0200 0.0299
H 3.4482 -1.9419 -0.7212 0.0141 -0.0477 0.0678
H 1.9865 -1.2825 1.1023 0.0471 -0.1457 0.0408
H 3.1337 -0.0405 1.6696 0.0190 0.0562 -0.1181
O -0.4776 -4.7523 -0.4531 -0.0402 0.5065 0.2225
H -0.8451 -4.6684 0.4487 0.0350 -0.3709 0.0457
C -5.2018 1.5156 -7.6270 -0.1722 -0.1876 -0.1455
C -4.2890 2.4072 -6.9284 0.0029 0.0707 -0.0383
N -3.5736 3.1241 -6.3885 -0.0142 -0.0820 0.0417
H -5.4282 1.9006 -8.6198 0.0603 0.0767 0.0203
H -4.7632 0.5254 -7.7381 0.0744 0.0346 0.0365
H -6.1372 1.4166 -7.0786 0.0371 0.0645 0.0625



[3]
49
Properties=species:S:1:pos:R:3:forces:R:3 method="wB97M-V/def2-TZVPD" max_force_ev_per_a=3.03 homo_lumo_gap_ev=7.6 e_tot_ev=-192700.1370 homo_ev=-9.22 charge=0
C -4.4074 -1.9781 -1.0732 -0.2594 0.4518 -0.1506
O -4.1532 -2.6068 0.2040 -0.2165 1.3532 -0.3342
C -3.9217 -1.5210 1.1267 0.5926 0.2154 0.6738
C -2.9108 -1.8927 2.2867 -0.3958 -0.0968 -0.6602
C -1.6548 -0.9473 2.1946 0.2739 -0.7808 -0.1273
C -1.9510 0.5690 2.4928 0.4022 -0.6386 0.3448
C -0.6325 1.4547 2.6826 -0.3328 0.1703 0.0296
C 0.0506 1.8372 1.3382 0.6392 0.9436 -1.8460
C 1.0406 0.8670 0.7063 0.0953 1.9380 -1.8716
Cl 1.5059 -0.6952 1.4771 -0.4179 1.7269 -0.5889
C 1.6558 1.1745 -0.5611 1.1915 -1.0903 0.7629
C 2.6247 0.1052 -1.1670 -1.4996 -0.7096 -0.8073
Br 4.5358 0.0836 -0.8064 -1.3893 0.3002 -0.0340
C 2.0244 -0.8414 -1.9506 -0.0821 1.0804 0.2955
C 0.4657 -0.7765 -2.2153 0.7707 0.2344 0.4761
Br 3.0109 -2.3034 -2.7683 -0.6903 0.9085 0.4918
C 1.4424 2.4290 -1.3401 -0.7718 -0.2198 1.7547
N 2.0199 2.8017 -2.5286 -1.9943 0.6068 2.1969
S 1.3462 4.3025 -2.8485 -0.5874 -1.6553 2.4060
N 0.3663 4.4764 -1.5131 0.2988 -0.9061 0.3441
C 0.4684 3.3909 -0.6789 1.7081 -0.5065 -2.1367
C -0.2055 3.1024 0.6276 0.4708 -1.9052 0.5171
B -1.2031 4.2237 1.2393 0.3640 0.2862 -0.0885
O -2.3397 3.8490 1.9965 0.6193 0.6933 -1.6312
O -0.8418 5.5712 1.0051 -0.8763 -1.4654 0.0730
H -4.9831 -2.6427 -1.7671 0.7962 0.2806 0.7606
H -3.4221 -1.6443 -1.5183 -1.0144 -0.4374 0.2275
H -5.0399 -1.0479 -0.9313 0.5744 -0.9754 -0.1654
H -3.4512 -0.6854 0.5283 -0.5411 -0.6350 0.7097
H -4.8849 -1.1551 1.5805 0.6508 -0.3190 -0.6781
H -3.4166 -1.8362 3.2910 0.5196 0.1530 -0.9171
H -2.6403 -2.9822 2.1472 -0.0267 1.2401 0.0875
H -1.2365 -1.0434 1.1454 -0.4588 0.0765 1.0666
H -0.8565 -1.3825 2.8661 -0.8154 0.8021 -0.5210
H -2.5467 0.6125 3.4462 0.5338 0.1398 -0.8480
H -2.5953 0.9555 1.6591 0.5954 -0.0810 0.7809
H 0.0949 0.9035 3.3422 -0.6593 0.3714 -0.8229
H -0.9216 2.3777 3.2622 0.3377 -0.9076 -0.8631
H -0.0124 -0.9499 -1.2063 0.1994 -0.0923 -1.2241
H 0.1340 -1.5068 -2.9914 0.3611 0.4883 0.8530
H 0.1607 0.2597 -2.5462 0.4744 -1.0955 0.2841
H -2.8797 3.2509 1.4468 0.3534 -0.0445 0.7021
H -1.3407 5.9432 0.2575 0.2616 0.0628 0.4722
C 7.0701 -3.8011 -1.8978 -0.1793 -0.2595 -0.4950
C 6.6183 -4.4413 -3.1568 0.1221 0.2210 0.4045
N 6.2653 -4.9359 -4.1326 0.0815 0.1260 0.2520
H 6.2600 -3.8059 -1.1688 0.0139 0.0045 -0.0765
H 7.9205 -4.3467 -1.4895 -0.0499 0.0064 -0.0565
H 7.3675 -2.7711 -2.0927 -0.0433 -0.0600 -0.0230



- What is the charge in the third record?
  0